# 1
Below is C24H48GdN6O5S3 as an isolated structure, with properties calculated with wB97M-V/def2-TZVPD.

## Properties
Multiplicity: 8
Net charge: +1
Relative energy (zero: lowest compared OMol25 entry of this formula, charge and spin) in kJ/mol: 0.0
⟨S²⟩: 16.03
LUMO energy (alpha / beta) in eV: -1.718 / -5.377

```
87
Properties=species:S:1:pos:R:3:lowdin_spin:R:1
H 2.78 -0.49 5.22 0.000
C 1.87 -0.43 4.64 0.000
H -1.44 -0.67 3.90 0.000
H 0.14 2.07 -1.03 0.000
H -2.55 -2.87 1.50 0.000
C 3.97 2.39 2.10 0.000
H 4.02 0.08 3.20 0.000
C -2.81 2.32 -1.05 0.000
C 3.16 0.04 2.52 0.000
H 0.97 -0.82 1.43 0.000
H -2.53 1.44 -1.63 0.000
H 3.41 -1.79 -4.98 0.000
C -2.11 0.89 -6.82 0.001
O -1.02 -2.85 -0.55 0.002
H 0.25 -2.48 3.67 0.000
H -3.88 2.48 -1.19 0.000
C -1.52 -1.42 3.11 0.000
H -3.60 0.31 0.08 0.000
C -0.14 -1.95 2.80 0.000
N 3.06 -2.37 -4.23 0.007
C 2.75 1.47 2.17 0.000
H 4.69 2.04 1.36 0.000
H 3.64 0.80 -0.10 0.000
H -2.36 3.41 2.19 0.000
O 0.96 -0.77 -0.24 0.007
H 3.75 -2.25 3.45 0.000
S 0.77 0.40 -4.21 0.107
C 0.18 -3.88 -5.93 0.001
H 1.79 3.47 0.25 0.000
H -2.26 4.26 0.66 0.000
H 3.31 -2.11 -3.29 0.000
H 1.84 -2.63 -6.33 0.000
C 1.17 2.71 0.75 0.000
C -2.50 2.11 0.44 0.000
N 1.38 -3.12 -5.59 0.005
H -3.81 3.66 1.21 0.000
H -0.01 -3.70 -6.99 0.000
H -0.14 -2.63 1.96 0.000
H -2.12 -2.25 3.52 0.000
O -0.91 0.96 -6.04 0.005
C 2.71 -2.29 3.15 0.000
H -3.59 1.91 3.39 0.000
H 3.68 3.40 1.82 0.000
H -0.51 3.48 -0.27 0.000
H -3.65 -1.71 0.75 0.000
H -0.68 -3.53 -5.36 0.000
C -0.77 0.21 -4.96 0.013
C -2.89 1.09 3.38 0.000
C -2.61 -1.89 1.02 0.002
H 4.49 2.44 3.06 0.000
H 1.13 -1.07 5.12 0.000
H 0.91 3.11 1.74 0.000
H -1.01 0.72 0.41 0.000
N 0.81 -0.83 2.46 0.000
N -2.14 -0.83 1.93 0.001
H 2.66 -2.69 2.14 0.000
N -1.09 1.69 0.68 0.000
H -1.89 1.51 3.31 0.000
H -2.49 -0.13 -6.87 0.000
C -2.74 3.43 1.18 0.000
C -0.10 2.50 -0.04 0.000
C 1.92 -3.05 -4.38 0.004
H 2.10 1.84 2.96 0.000
H 0.33 -4.94 -5.77 0.000
H 1.51 0.60 4.69 0.000
H -2.30 3.19 -1.45 0.000
O -1.93 -0.91 -1.04 0.012
N 1.93 1.48 0.96 0.000
H 2.55 1.77 -1.04 0.000
C -1.81 -1.92 -0.26 -0.001
O 2.34 -0.68 -1.93 -0.004
C -3.19 0.20 2.18 0.000
H -1.82 1.25 -7.81 0.000
H 0.35 0.07 2.60 0.000
H 3.53 -0.47 1.62 0.000
H -4.13 -0.34 2.41 0.000
S -1.99 -0.78 -4.38 -0.004
H 2.21 -2.98 3.83 0.000
H -3.00 0.57 4.33 0.000
H -4.44 1.47 1.06 0.000
Gd -0.08 -1.42 -2.17 6.809
C 2.58 1.01 -0.25 0.001
S 1.18 -3.80 -3.01 0.036
C -3.46 1.00 0.91 0.000
H -2.85 1.55 -6.37 0.000
C 2.14 -0.87 3.21 0.000
C 1.96 -0.23 -0.85 -0.005
```

# 2
Below is C28H47BBrF8I3N4O5PS2 as an isolated structure, with properties calculated with wB97M-V/def2-TZVPD.

## Properties
Net charge: +1
LUMO energy in eV: -4.160

```
100
Properties=species:S:1:pos:R:3:mulliken_charge:R:1
H 3.24 -1.12 -2.97 0.485
C 1.11 -1.36 -3.00 -1.576
F -6.57 7.29 -1.52 -0.224
H 0.94 -5.99 1.74 0.723
C 5.48 -1.14 2.45 -0.075
C 2.53 -0.24 0.12 -1.014
P 4.49 -3.71 0.38 0.200
C 1.32 -5.42 0.89 -0.759
N 2.62 -3.69 -1.55 0.172
H 5.18 -3.72 1.60 0.053
C -6.46 5.28 -0.24 0.839
C -6.93 6.74 -0.34 0.155
C -0.21 -1.01 -2.32 0.706
O 2.73 1.62 2.56 -0.399
C 2.18 -2.71 -0.59 -3.509
H -2.63 -1.75 -1.28 0.376
H 4.36 -5.06 0.05 0.056
I 7.58 -1.09 2.47 0.095
H 4.25 -2.63 3.47 0.034
F -6.75 5.44 -3.85 -0.289
C 2.02 -4.23 1.55 -1.127
O 2.27 -0.37 3.76 -0.835
N -2.71 0.36 -0.94 0.470
B 2.73 0.25 2.65 1.013
N 2.71 -1.34 -0.95 0.685
H 1.32 -3.72 2.20 0.344
H -3.29 0.98 1.86 0.102
H 1.87 -4.09 -2.09 0.395
C -6.20 3.82 -2.21 -0.051
H 2.86 4.23 2.05 0.302
H 4.74 2.02 3.06 0.296
F -5.13 5.18 -0.16 -0.280
H -3.66 4.35 -3.55 0.064
S -0.68 0.70 -2.73 -0.243
H 1.13 -2.44 -3.19 0.298
H 3.74 -1.51 -0.94 0.902
C 3.62 3.86 2.75 -1.478
O -4.58 -0.46 1.08 -0.529
H -0.86 -1.28 2.27 0.890
Br -0.58 1.41 2.24 -0.100
H 4.28 2.35 1.40 0.053
S -3.46 1.25 -3.39 -0.108
H 5.76 -2.24 4.28 0.599
H -1.14 -1.78 0.63 -0.187
H 0.47 -1.90 1.34 -0.626
H 3.06 -6.68 0.60 0.362
F -5.85 3.54 -4.47 -0.299
N 5.16 -2.85 -0.77 -0.714
C -2.41 0.73 -2.28 0.015
H 2.74 -4.69 2.24 0.803
F -4.19 6.12 -2.79 -0.233
F -6.34 7.45 0.65 -0.254
H -4.25 -1.01 -1.39 0.489
C 1.18 0.50 0.10 -1.942
C -0.41 -1.28 1.28 -0.953
H -4.90 1.51 1.40 0.433
H -3.91 -2.34 0.71 0.505
F -4.30 5.65 -4.92 -0.274
C -4.07 0.86 1.11 -0.569
C -0.15 0.14 0.79 1.331
H 2.37 0.23 -2.31 0.611
C 3.93 2.41 2.44 0.155
H -6.86 3.02 -2.54 0.461
H -0.19 -1.17 -1.24 -0.978
H -2.67 -1.15 1.21 0.272
H -5.32 3.35 -1.76 -0.108
H 4.53 4.44 2.54 0.427
H 1.09 -2.66 -0.59 0.502
F -6.97 4.81 0.92 -0.307
H -0.94 0.39 0.08 -1.079
C 4.75 -0.62 1.45 -1.278
H -4.47 1.57 -0.88 0.375
H -0.99 -1.66 -2.72 0.903
I -0.52 -4.98 -0.15 0.066
C -5.82 4.53 -3.53 0.601
C 3.19 -0.72 1.42 2.168
C -3.29 -0.99 -0.86 -0.669
C -3.57 -1.32 0.60 -0.489
C -3.60 1.34 -0.27 -0.858
H -3.04 2.26 -0.11 0.565
C -4.41 5.13 -3.67 0.392
H 6.04 -2.42 -0.51 0.337
O 2.77 -2.05 1.75 -0.967
C 2.39 -0.86 -2.34 -0.590
C 4.94 -1.83 3.69 -0.830
O -6.98 4.50 -1.24 -0.406
H 4.45 -1.09 4.33 0.170
H 3.31 4.01 3.78 0.342
H 0.95 0.67 -0.95 0.563
H 2.25 0.23 4.51 0.306
H 2.30 -6.15 -0.96 0.300
I 5.77 0.38 -0.13 0.191
H 3.42 -3.42 -2.11 0.341
H 3.20 0.53 -0.25 0.408
H 1.10 -0.91 -4.00 0.670
H -8.01 6.79 -0.24 0.246
C 2.13 -6.43 0.08 -1.435
C 2.78 -3.10 0.79 2.488
H 1.42 1.52 0.43 1.062
H 1.55 -7.36 0.05 0.478
```

# 3
Below is one molecule with the formula C3H2FNO, with properties calculated with wB97M-V/def2-TZVPD.

## Properties
Net charge: 0
Structure (SMILES): Fc1ccno1
Relative energy (zero: lowest compared OMol25 entry of this formula, charge and spin) in kJ/mol: 272.3
LUMO energy in eV: 0.253

```
8
Properties=species:S:1:pos:R:3:nbo_charge:R:1
C 1.07 -0.39 0.15 0.684
C 0.15 0.71 -0.05 -0.429
C -1.05 0.13 0.02 -0.052
O 0.29 -1.55 0.07 -0.306
H -1.93 0.96 -0.01 0.226
F 2.36 -0.41 -0.10 -0.270
H 0.19 1.83 0.05 0.253
N -1.08 -1.28 -0.13 -0.106
```

# 4
Below is one molecule with the formula C21H34ClN3O3S, with properties calculated with wB97M-V/def2-TZVPD.

## Properties
Net charge: 0
Structure (SMILES): CCN(CC)CCCNC(=O)[C@H]1CC[C@@H](CNS(=O)(=O)c2ccc(Cl)cc2)CC1
LUMO energy in eV: 0.203

```
63
Properties=species:S:1:pos:R:3:nbo_charge:R:1
N -1.36 2.33 2.45 -0.466
O 1.08 3.66 -2.02 -0.640
C 0.10 -1.27 -3.96 -0.219
C 0.53 -3.37 0.62 -0.251
C 1.02 2.18 1.61 -0.431
C -1.01 -0.29 -3.55 -0.400
H -2.90 -0.32 3.88 0.201
H -0.82 1.84 0.53 0.201
H -2.24 5.25 3.94 0.199
H 0.41 2.10 -3.84 0.222
H -1.44 2.96 4.44 0.189
C 1.14 2.45 -1.88 0.697
H -0.27 3.84 3.46 0.172
C 1.91 2.60 0.44 -0.221
S 0.19 -1.84 -0.23 2.315
H -1.27 0.29 2.15 0.220
H 2.12 -1.14 -4.72 0.207
C -0.46 2.49 1.33 -0.206
H 2.94 -5.71 0.93 0.234
C -0.55 0.72 -2.50 -0.396
C -0.44 -3.92 1.43 -0.189
H -1.37 -3.39 1.57 0.244
C 0.69 1.48 -2.97 -0.312
H -0.29 -1.84 -4.81 0.207
H -0.94 -5.57 2.71 0.236
H -0.55 3.52 0.98 0.197
H 1.35 2.70 2.50 0.204
H -0.68 0.79 3.75 0.156
H 1.51 -2.03 -2.49 0.222
Cl 1.33 -7.26 2.65 0.028
C -2.83 0.71 3.55 -0.607
C -0.20 -5.13 2.07 -0.229
H -2.14 4.92 2.21 0.204
C 1.75 -3.99 0.43 -0.205
H 1.13 1.10 1.77 0.198
C -1.26 3.39 3.45 -0.214
H -3.30 4.04 3.20 0.206
C -1.44 0.99 2.97 -0.221
H -3.04 1.36 4.40 0.197
C 1.80 0.52 -3.38 -0.404
C -2.31 4.47 3.18 -0.604
H 1.57 0.85 -0.66 0.420
C 2.00 -5.20 1.06 -0.216
H 0.60 -3.28 -3.33 0.202
N 1.60 1.86 -0.76 -0.643
H -1.36 1.43 -2.30 0.224
H 1.78 3.66 0.21 0.230
H -1.31 0.26 -4.45 0.214
H -0.33 0.20 -1.56 0.195
H -1.30 -2.30 -1.85 0.416
C 1.31 -0.46 -4.44 -0.394
H 2.97 2.43 0.70 0.189
N -0.31 -2.41 -1.70 -0.879
H -1.89 -0.83 -3.19 0.194
H 2.65 1.09 -3.77 0.221
O -0.91 -1.19 0.41 -0.940
H 1.02 0.10 -5.34 0.207
O 1.43 -1.12 -0.38 -0.964
H 2.15 -0.03 -2.50 0.206
C 0.53 -2.29 -2.87 -0.239
C 1.02 -5.76 1.87 -0.029
H -3.58 0.89 2.79 0.209
H 2.49 -3.52 -0.19 0.239
```

no.,E_tot (Ha),F_max (eV/A)
1,-3608.2570,2.26
2,-7118.6906,0.98
3,-345.2484,5.53
4,-2068.9848,0.90